The following is a quantum chemistry calculation of 10 unconnected molecules or ions with the total composition C33H64B2N5O44S10 in a non-equilibrium geometry, from OMol25.

## Properties
lowest unoccupied orbital energy: 1.271 eV
molecular weight: 1577.16 g mol⁻¹
total charge: -1
HOMO energy: -5.3 eV
multiplicity: 1
total energy: -242496.723 eV
Kohn-Sham gap: 6.61 eV

Each atom is followed by the atoms it is bonded to, with distances in Å.
Atoms and positions in Å:
1 C 0.538 1.291 -2.296  C2 1.552, H32 1.097, H33 1.094, H34 1.093
2 C -0.122 0.657 -3.549  C1 1.552, C3 1.552, H35 1.099, H36 1.094
3 C 0.068 -0.883 -3.512  C2 1.552, C4 1.553, H37 1.090, H38 1.096
4 C -1.290 -1.624 -3.644  C3 1.553, C5 1.538, H39 1.093, H40 1.093
5 C -1.837 -2.084 -2.282  C4 1.538, B6 1.609, O9 1.454, C20 1.589
6 B -2.274 -0.879 -1.309  C5 1.609, N7 1.480, O8 1.387
7 N -3.337 0.028 -1.797  B6 1.480, H41 1.016, H42 1.016
8 O -1.728 -0.575 -0.071  B6 1.387, H43 0.965
9 O -3.141 -2.601 -2.665  C5 1.454, B10 1.461
10 B -3.427 -3.804 -1.887  O9 1.461, C11 1.672, O14 1.478, O19 1.489
11 C -4.351 -4.950 -2.680  B10 1.672, C12 1.489, H44 1.098, H45 1.098
12 C -4.456 -6.115 -1.759  C11 1.489, N13 1.283, H46 1.101
13 N -5.542 -6.433 -1.154  C12 1.283, H47 1.024
14 O -4.040 -3.605 -0.556  B10 1.478, C15 1.400
15 C -5.269 -2.934 -0.570  O14 1.400, C16 1.534, H48 1.104, H49 1.103
16 C -5.567 -2.367 0.824  C15 1.534, C17 1.533, O18 1.443, H50 1.096
17 C -5.329 -0.858 0.946  C16 1.533, H51 1.097, H52 1.093, H53 1.099
18 O -6.937 -2.630 1.193  C16 1.443, H54 0.963
19 O -2.075 -4.428 -1.867  B10 1.489, C20 1.400
20 C -1.142 -3.396 -1.717  C5 1.589, O19 1.400, C21 1.537, O29 1.465
21 C -0.779 -3.513 -0.228  C20 1.537, C22 1.567, H55 1.091, H56 1.088
22 C 0.477 -2.712 0.257  C21 1.567, S23 1.855, H57 1.092, H58 1.092
23 S 0.209 -2.166 2.009  C22 1.855, C24 1.743
24 C -0.181 -3.652 2.833  S23 1.743, N25 1.275, O28 1.392
25 N -1.148 -4.462 2.651  C24 1.275, N26 1.386
26 N -1.020 -5.543 3.510  N25 1.386, C27 1.282
27 C 0.033 -5.275 4.190  N26 1.282, O28 1.330, H59 1.080
28 O 0.628 -4.133 3.858  C24 1.392, C27 1.330
29 O -0.040 -3.789 -2.598  C20 1.465, N30 1.377
30 N 0.664 -4.867 -2.108  O29 1.377, O31 1.183
31 O 1.777 -4.833 -2.506  N30 1.183
32 H -0.138 1.173 -1.440  C1 1.097
33 H 0.700 2.362 -2.451  C1 1.094
34 H 1.460 0.735 -2.109  C1 1.093
35 H -1.183 0.938 -3.487  C2 1.099
36 H 0.249 1.106 -4.475  C2 1.094
37 H 0.646 -1.203 -2.646  C3 1.090
38 H 0.641 -1.142 -4.410  C3 1.096
39 H -1.190 -2.487 -4.308  C4 1.093
40 H -2.014 -0.967 -4.132  C4 1.093
41 H -4.254 -0.391 -1.672  N7 1.016
42 H -3.217 0.141 -2.800  N7 1.016
43 H -0.793 -0.349 -0.130  O8 0.965
44 H -5.357 -4.592 -2.937  C11 1.098
45 H -3.847 -5.243 -3.610  C11 1.098
46 H -3.512 -6.658 -1.601  C12 1.101
47 H -5.326 -7.248 -0.573  N13 1.024
48 H -6.061 -3.681 -0.751  C15 1.104
49 H -5.372 -2.181 -1.369  C15 1.103
50 H -4.919 -2.876 1.548  C16 1.096
51 H -6.119 -0.309 0.420  C17 1.097
52 H -4.337 -0.589 0.574  C17 1.093
53 H -5.346 -0.560 2.004  C17 1.099
54 H -7.274 -1.814 1.578  O18 0.963
55 H -1.636 -3.178 0.357  C21 1.091
56 H -0.625 -4.551 0.061  C21 1.088
57 H 0.637 -1.817 -0.349  C22 1.092
58 H 1.352 -3.365 0.218  C22 1.092
59 H 0.402 -5.922 4.973  C27 1.080
60 C 2.637 -5.457 1.854  C61 1.511, O66 1.440, H67 1.095, H68 1.086
61 C 3.916 -5.432 2.658  C60 1.511, O62 1.435, H69 1.087, H70 1.093
62 O 4.745 -6.428 2.041  C61 1.435, S63 1.606
63 S 4.431 -6.477 0.467  O62 1.606, O64 1.421, O65 1.419, O66 1.594
64 O 5.408 -5.701 -0.213  S63 1.421
65 O 4.164 -7.824 0.110  S63 1.419
66 O 3.065 -5.656 0.494  C60 1.440, S63 1.594
67 H 1.997 -6.298 2.140  C60 1.095
68 H 2.078 -4.529 1.942  C60 1.086
69 H 3.753 -5.666 3.707  C61 1.087
70 H 4.424 -4.468 2.576  C61 1.093
71 C 0.451 6.474 -2.065  C72 1.511, O77 1.436, H78 1.091, H79 1.087
72 C 1.652 6.213 -1.188  C71 1.511, O73 1.433, H80 1.087, H81 1.093
73 O 2.293 5.087 -1.801  C72 1.433, S74 1.602
74 S 2.080 5.145 -3.388  O73 1.602, O75 1.419, O76 1.417, O77 1.601
75 O 3.237 5.710 -3.982  S74 1.419
76 O 1.533 3.906 -3.806  S74 1.417
77 O 0.907 6.235 -3.406  C71 1.436, S74 1.601
78 H -0.358 5.773 -1.851  C71 1.091
79 H 0.081 7.491 -1.966  C71 1.087
80 H 1.379 5.986 -0.161  C72 1.087
81 H 2.349 7.055 -1.199  C72 1.093
82 C 5.835 -1.317 0.029  C83 1.514, O88 1.433, H89 1.091, H90 1.087
83 C 4.848 -2.409 0.382  C82 1.514, O84 1.434, H91 1.086, H92 1.093
84 O 3.597 -1.724 0.535  C83 1.434, S85 1.602
85 S 3.545 -0.476 -0.469  O84 1.602, O86 1.418, O87 1.416, O88 1.605
86 O 2.839 -0.872 -1.634  S85 1.418
87 O 3.201 0.682 0.269  S85 1.416
88 O 5.108 -0.430 -0.830  C82 1.433, S85 1.605
89 H 6.144 -0.758 0.914  C82 1.091
90 H 6.714 -1.703 -0.481  C82 1.087
91 H 5.110 -2.931 1.297  C83 1.086
92 H 4.743 -3.131 -0.431  C83 1.093
93 C 2.556 1.216 5.939  C94 1.513, O99 1.427, H100 1.093, H101 1.088
94 C 1.517 0.427 5.173  C93 1.513, O95 1.428, H102 1.087, H103 1.093
95 O 2.071 0.277 3.865  C94 1.428, S96 1.607
96 S 3.672 0.181 3.969  O95 1.607, O97 1.422, O98 1.412, O99 1.608
97 O 4.055 -1.188 3.955  S96 1.422
98 O 4.238 1.129 3.088  S96 1.412
99 O 3.809 0.710 5.481  C93 1.427, S96 1.608
100 H 2.507 2.281 5.697  C93 1.093
101 H 2.465 1.086 7.015  C93 1.088
102 H 0.557 0.935 5.123  C94 1.087
103 H 1.379 -0.569 5.601  C94 1.093
104 C 0.163 -10.397 0.439  C105 1.514, O110 1.432, H111 1.092, H112 1.087
105 C 0.955 -11.099 1.520  C104 1.514, O106 1.432, H113 1.087, H114 1.093
106 O 1.280 -10.064 2.455  C105 1.432, S107 1.606
107 S 0.093 -8.982 2.481  O106 1.606, O108 1.416, O109 1.420, O110 1.598
108 O -0.755 -9.267 3.579  S107 1.416
109 O 0.658 -7.696 2.272  S107 1.420
110 O -0.642 -9.442 1.139  C104 1.432, S107 1.598
111 H 0.817 -9.855 -0.247  C104 1.092
112 H -0.467 -11.080 -0.126  C104 1.087
113 H 1.860 -11.566 1.139  C105 1.087
114 H 0.349 -11.847 2.037  C105 1.093
115 C -3.623 4.704 -4.603  C116 1.514, O121 1.437, H122 1.092, H123 1.087
116 C -3.025 3.864 -3.494  C115 1.514, O117 1.434, H124 1.087, H125 1.092
117 O -2.603 4.821 -2.514  C116 1.434, S118 1.600
118 S -3.594 6.077 -2.520  O117 1.600, O119 1.409, O120 1.426, O121 1.610
119 O -4.538 5.915 -1.486  S118 1.409
120 O -2.806 7.257 -2.657  S118 1.426
121 O -4.311 5.770 -3.928  C115 1.437, S118 1.610
122 H -2.845 5.143 -5.231  C115 1.092
123 H -4.314 4.141 -5.224  C115 1.087
124 H -2.184 3.263 -3.831  C116 1.087
125 H -3.772 3.213 -3.033  C116 1.092
126 C -2.883 3.543 2.963  C127 1.515, O132 1.431, H133 1.092, H134 1.087
127 C -2.025 4.758 3.251  C126 1.515, O128 1.431, H135 1.087, H136 1.093
128 O -2.133 5.564 2.073  C127 1.431, S129 1.613
129 S -3.598 5.370 1.427  O128 1.613, O130 1.418, O131 1.411, O132 1.605
130 O -4.427 6.438 1.853  S129 1.418
131 O -3.444 5.033 0.065  S129 1.411
132 O -4.013 4.055 2.248  C126 1.431, S129 1.605
133 H -2.365 2.830 2.318  C126 1.092
134 H -3.207 3.039 3.870  C126 1.087
135 H -0.987 4.500 3.442  C127 1.087
136 H -2.419 5.332 4.094  C127 1.093
137 C 8.545 3.467 2.825  C138 1.514, O143 1.429, H144 1.092, H145 1.087
138 C 8.619 3.504 4.337  C137 1.514, O139 1.429, H146 1.087, H147 1.093
139 O 7.361 4.045 4.746  C138 1.429, S140 1.616
140 S 6.214 3.584 3.704  O139 1.616, O141 1.414, O142 1.417, O143 1.607
141 O 5.541 2.452 4.219  S140 1.414
142 O 5.521 4.741 3.269  S140 1.417
143 O 7.197 3.090 2.533  C137 1.429, S140 1.607
144 H 8.725 4.454 2.394  C137 1.092
145 H 9.239 2.751 2.393  C137 1.087
146 H 9.436 4.123 4.699  C138 1.087
147 H 8.710 2.499 4.755  C138 1.093
148 C -2.737 10.072 -4.154  C149 1.511, O154 1.438, H155 1.088, H156 1.087
149 C -3.866 10.977 -3.717  C148 1.511, O150 1.434, H157 1.087, H158 1.093
150 O -3.249 11.920 -2.832  C149 1.434, S151 1.605
151 S -1.742 12.194 -3.310  O150 1.605, O152 1.419, O153 1.417, O154 1.601
152 O -1.718 13.384 -4.083  S151 1.419
153 O -0.880 12.001 -2.202  S151 1.417
154 O -1.605 10.947 -4.305  C148 1.438, S151 1.601
155 H -2.501 9.336 -3.389  C148 1.088
156 H -2.950 9.564 -5.090  C148 1.087
157 H -4.660 10.436 -3.210  C149 1.087
158 H -4.285 11.530 -4.562  C149 1.093